23
Properties=species:S:1:pos:R:3:lowdin_charge:R:1 method="wB97M-V/def2-TZVPD" smiles="C[C@@H]1[C@H](N)[NH+]=CNN1C=[NH2+]" relative_energy_kcal_mol=30.08 e_lumo_ev=-8.731 total_charge=+2 orbital_gap_ev=9.05
C -0.422 0.823 1.498 -0.03
C 0.036 0.677 0.073 -0.18
C -1.215 0.328 -0.845 -0.30
N -2.245 1.325 -0.592 0.08
N -1.688 -1.039 -0.405 0.13
C -0.871 -1.888 0.260 0.00
N 0.444 -1.706 0.338 0.13
N 1.017 -0.546 -0.030 -0.02
C 2.265 -0.487 -0.526 -0.01
N 2.938 0.665 -0.512 0.24
H 0.414 0.577 2.236 0.13
H -1.158 0.078 1.855 0.10
H -0.921 1.732 1.605 0.07
H 0.585 1.501 -0.345 0.14
H -0.826 0.064 -1.863 0.17
H -3.071 1.309 -1.197 0.12
H -1.760 2.304 -0.648 0.16
H -2.734 -0.984 -0.146 0.22
H -1.209 -2.879 0.610 0.19
H 1.104 -2.432 0.502 0.18
H 2.674 -1.411 -0.988 0.19
H 3.784 0.693 -1.093 0.17
H 2.860 1.294 0.215 0.12

24
Properties=species:S:1:pos:R:3:lowdin_charge:R:1 method="wB97M-V/def2-TZVPD" smiles="CN1C=NCC1.N/N=C/NO" relative_energy_kcal_mol=2.18 e_lumo_ev=0.880 orbital_gap_ev=8.78
C -2.671 2.063 -0.101 -0.07
N -2.100 0.721 -0.134 -0.18
C -1.941 -0.088 -1.231 -0.24
N -1.612 -1.294 -1.024 0.02
C -1.540 -1.463 0.451 -0.20
C -1.968 -0.096 1.070 -0.14
H -3.655 2.088 0.430 0.09
H -2.006 2.763 0.465 0.09
H -2.782 2.410 -1.134 0.08
H -2.096 0.340 -2.241 0.13
H -0.514 -1.695 0.737 0.06
H -2.165 -2.317 0.752 0.10
H -2.924 -0.179 1.603 0.11
H -1.217 0.342 1.767 0.12
N 1.413 -1.676 -0.501 -0.02
N 2.183 -0.508 -0.480 -0.03
C 3.105 -0.457 0.380 -0.25
N 4.032 0.611 0.435 -0.07
O 3.867 1.454 -0.724 -0.08
H 1.060 -1.759 -1.436 0.07
H 1.987 -2.500 -0.254 0.09
H 3.256 -1.200 1.177 0.13
H 4.990 0.264 0.390 0.12
H 3.297 2.173 -0.396 0.10

28
Properties=species:S:1:pos:R:3:lowdin_charge:R:1 method="wB97M-V/def2-TZVPD" e_lumo_ev=-5.520 total_charge=+1 orbital_gap_ev=7.93
N 2.344 -3.229 0.319 0.20
C 2.068 -2.048 0.431 -0.15
O 1.457 -0.782 0.186 -0.04
N 0.699 -0.409 1.272 0.03
C -0.260 0.653 0.947 -0.21
N 0.226 2.029 1.070 0.10
C -0.173 2.884 -0.099 -0.13
C 0.086 2.223 -1.540 -0.20
O 1.354 1.524 -1.653 -0.09
C 1.669 1.353 -3.058 -0.20
O 2.489 0.491 -3.470 0.06
N -1.531 0.389 0.560 -0.02
P -2.184 -1.272 0.384 0.76
N -1.512 -2.106 -0.811 -0.27
H 0.267 -1.210 1.760 0.11
H 1.256 1.976 1.163 0.15
H -1.288 3.174 0.021 0.14
H 0.465 3.849 -0.054 0.15
H -0.828 1.592 -1.866 0.14
H 0.123 3.104 -2.297 0.14
H 1.180 2.034 -3.860 0.17
H -2.206 1.161 0.365 0.14
H -1.950 -1.921 1.653 0.03
H -3.604 -1.156 0.221 0.03
H -1.087 -2.933 -0.345 -0.02
O 0.062 -3.554 3.097 -0.07
H 0.538 -4.326 3.431 0.06
H 0.341 -3.491 2.174 -0.01

20
Properties=species:S:1:pos:R:3:lowdin_charge:R:1 method="wB97M-V/def2-TZVPD" s_squared=0.75 relative_energy_kcal_mol=51.59 e_lumo_ev="3.970 / 3.812" total_charge=-1 multiplicity=2 orbital_gap_ev="2.77 / 9.38"
N 0.316 1.174 -0.094 -0.07
C 1.356 0.408 0.691 -0.41
C 0.754 -0.949 1.239 -0.22
C -0.829 -0.720 0.848 -0.18
C -1.015 0.722 0.426 -0.47
C -1.837 0.867 -0.820 -0.16
H 0.323 2.156 0.221 0.07
H 1.881 0.962 1.493 0.04
H 2.278 0.136 0.106 0.02
H 1.332 -1.668 0.661 0.04
H 0.878 -1.205 2.268 0.05
H -1.004 -1.459 0.070 0.08
H -1.592 -1.007 1.697 0.11
H -1.307 1.460 1.318 0.15
H -2.176 1.976 -0.954 0.08
H -1.194 0.884 -1.721 0.06
H -2.771 0.358 -1.100 0.06
H 1.253 -0.620 -1.995 0.02
H 2.116 -1.890 -2.052 -0.05
O 1.239 -1.587 -2.303 -0.24

20
Properties=species:S:1:pos:R:3:lowdin_charge:R:1 method="wB97M-V/def2-TZVPD" smiles="C=CCCCN.O" relative_energy_kcal_mol=38.65 e_lumo_ev=0.833 orbital_gap_ev=10.78
C -2.302 -0.258 1.497 0.00
C -1.693 -0.906 0.507 -0.18
C -1.402 -0.292 -0.870 -0.21
C -0.640 1.037 -0.762 -0.20
C 0.769 0.866 -0.196 -0.26
N 1.607 -0.175 -0.890 -0.02
H -2.877 -0.787 2.244 0.06
H -2.429 0.812 1.374 0.05
H -1.608 -1.989 0.578 0.09
H -2.352 -0.113 -1.377 0.11
H -0.856 -1.019 -1.470 0.09
H -0.543 1.491 -1.752 0.11
H -1.233 1.645 -0.081 0.09
H 1.429 1.731 -0.107 0.11
H 0.781 0.514 0.849 0.11
H 1.398 -0.087 -1.881 0.07
H 1.217 -1.052 -0.551 0.07
O 3.973 -0.584 0.918 -0.08
H 3.217 -0.680 0.309 -0.02
H 3.545 -0.152 1.661 0.02

20
Properties=species:S:1:pos:R:3:lowdin_charge:R:1 method="wB97M-V/def2-TZVPD" smiles="C=C(C)CCN.O" relative_energy_kcal_mol=57.46 e_lumo_ev=0.687 orbital_gap_ev=9.84
C -0.116 -1.431 -1.562 0.02
C -0.785 -1.430 -0.344 -0.32
C -2.379 -1.653 -0.173 -0.05
C 0.070 -0.933 0.819 -0.21
C -0.291 0.398 1.562 -0.29
N -0.530 1.676 0.821 0.00
H -0.758 -1.543 -2.495 0.07
H 0.954 -1.539 -1.641 0.05
H -2.513 -2.297 0.765 0.09
H -2.665 -2.046 -1.166 0.06
H -2.929 -0.674 -0.042 0.07
H 1.009 -0.559 0.397 0.09
H 0.222 -1.679 1.706 0.14
H -1.212 0.285 2.131 0.09
H 0.540 0.485 2.328 0.11
H 0.139 1.655 0.074 0.04
H -1.446 1.697 0.411 0.05
O 4.543 2.942 -1.248 -0.07
H 4.159 3.219 -0.433 0.01
H 3.988 3.426 -1.909 0.06

20
Properties=species:S:1:pos:R:3:lowdin_charge:R:1 method="wB97M-V/def2-TZVPD" smiles="C=CCCCN.O" relative_energy_kcal_mol=36.62 e_lumo_ev=0.647 orbital_gap_ev=10.06
C -0.751 -2.228 -1.377 0.00
C -0.681 -0.921 -1.225 -0.21
C -1.811 -0.059 -0.717 -0.23
C -1.820 0.168 0.798 -0.21
C -0.471 0.658 1.330 -0.28
N 0.029 1.911 0.705 -0.01
H 0.036 -2.806 -1.842 0.05
H -1.618 -2.788 -1.036 0.06
H 0.285 -0.431 -1.331 0.09
H -2.771 -0.420 -1.086 0.11
H -1.651 0.887 -1.247 0.10
H -2.593 0.908 0.993 0.10
H -2.011 -0.791 1.284 0.11
H -0.549 0.853 2.398 0.10
H 0.279 -0.096 1.087 0.10
H -0.744 2.556 0.610 0.06
H 0.401 1.666 -0.204 0.05
O 5.815 0.128 0.165 -0.07
H 5.370 0.052 1.016 0.03
H 5.257 0.753 -0.320 0.04

20
Properties=species:S:1:pos:R:3:lowdin_charge:R:1 method="wB97M-V/def2-TZVPD" smiles="CC(C)CN.C=O" relative_energy_kcal_mol=74.86 e_lumo_ev=0.704 orbital_gap_ev=9.79
C 1.456 -0.687 0.642 -0.05
C 0.763 0.484 -0.575 -0.30
C 0.229 1.671 0.138 -0.11
C -0.192 -0.227 -1.543 -0.29
N -1.603 0.100 -1.491 0.00
H 1.949 -1.352 -0.064 0.05
H 1.218 -1.346 1.471 0.02
H 2.209 -0.055 1.110 0.05
H 1.710 0.698 -1.070 0.11
H -0.535 1.286 0.862 0.06
H 1.010 2.223 0.656 0.08
H -0.325 2.341 -0.519 0.08
H -0.089 -1.308 -1.407 0.10
H 0.154 -0.021 -2.563 0.11
H -1.770 1.047 -1.808 0.06
H -1.954 0.043 -0.539 0.04
C -0.999 -1.216 1.647 -0.14
O -1.611 -0.151 1.594 -0.06
H -1.103 -1.994 0.874 0.10
H -0.518 -1.537 2.583 0.09

20
Properties=species:S:1:pos:R:3:lowdin_charge:R:1 method="wB97M-V/def2-TZVPD" relative_energy_kcal_mol=129.18 e_lumo_ev="0.215 / 0.378" orbital_gap_ev="8.44 / 7.81"
C 0.064 -0.633 -1.510 -0.10
C -0.657 1.981 -0.585 -0.09
C 1.522 -0.453 -1.258 -0.18
C -1.468 0.978 0.083 -0.28
N -2.608 0.572 0.217 0.11
H -3.372 0.844 -0.419 0.07
H -0.472 -1.353 -0.905 0.04
H -0.291 -0.581 -2.534 0.05
H -0.421 1.409 -1.537 0.08
H 0.329 2.096 -0.134 0.08
H -1.161 2.950 -0.708 0.09
H 2.084 -1.379 -1.460 0.08
H 1.721 -0.185 -0.217 0.05
H 1.953 0.324 -1.894 0.07
C 0.566 -1.427 2.243 -0.16
O 0.691 -0.026 2.047 -0.15
H -0.138 0.302 1.659 0.02
H -0.298 -1.683 2.866 0.08
H 1.470 -1.762 2.751 0.08
H 0.485 -1.972 1.294 0.06

20
Properties=species:S:1:pos:R:3:lowdin_charge:R:1 method="wB97M-V/def2-TZVPD" relative_energy_kcal_mol=62.37 e_lumo_ev=0.870 orbital_gap_ev=8.53
C 1.723 -3.147 -1.027 -0.16
C 0.678 -2.678 -0.012 -0.24
C 0.812 -1.149 -0.068 -0.15
C 0.240 -0.176 0.640 -0.19
N -0.793 -0.139 1.578 -0.10
C -1.791 0.895 1.464 -0.13
H 1.881 -4.268 -0.992 0.08
H 2.726 -2.962 -0.709 0.05
H 1.583 -2.874 -2.112 0.09
H -0.322 -2.859 -0.350 0.10
H 1.073 -2.957 0.966 0.11
H 1.176 -0.811 -1.037 0.09
H 0.453 0.870 0.398 0.11
H -1.023 -1.101 1.809 0.12
H -1.770 1.365 0.475 0.07
H -2.843 0.621 1.572 0.08
H -1.514 1.769 2.104 0.08
O -0.472 6.235 -1.486 -0.07
H -0.381 7.148 -1.788 0.03
H -1.437 6.215 -1.426 0.03

20
Properties=species:S:1:pos:R:3:lowdin_charge:R:1 method="wB97M-V/def2-TZVPD" smiles="CCC(N)=O.CC" relative_energy_kcal_mol=27.48 e_lumo_ev=0.837 orbital_gap_ev=10.54
C 0.651 -1.754 -0.881 -0.11
C -0.753 -1.840 -0.359 -0.18
C -1.659 -0.620 -0.012 -0.57
N -1.777 0.391 -0.878 0.17
O -2.370 -0.708 0.974 0.04
H 1.277 -2.653 -0.889 0.08
H 1.300 -0.951 -0.347 0.06
H 0.489 -1.251 -1.854 0.07
H -1.369 -2.590 -0.867 0.12
H -0.731 -2.372 0.609 0.11
H -2.477 1.094 -0.706 0.12
H -1.244 0.437 -1.731 0.10
C 1.593 1.404 0.398 -0.18
C 0.480 1.833 1.343 -0.14
H 1.737 0.392 0.039 0.00
H 1.553 1.915 -0.575 0.07
H 2.556 1.571 0.897 0.07
H 0.382 2.925 1.355 0.07
H 0.725 1.557 2.395 0.08
H -0.364 1.223 1.089 0.02

20
Properties=species:S:1:pos:R:3:lowdin_charge:R:1 method="wB97M-V/def2-TZVPD" relative_energy_kcal_mol=252.80 e_lumo_ev=0.740 orbital_gap_ev=9.44
C -2.153 -0.690 0.062 -0.09
C -0.783 -1.173 0.575 -0.59
C 0.396 -0.596 -0.180 -0.16
C 1.063 1.455 0.983 -0.07
C 1.213 1.316 -1.385 -0.18
H -3.118 -1.209 0.650 0.11
H -2.496 -1.288 -1.058 0.15
H -2.216 0.429 0.208 0.07
H -0.811 -0.808 1.953 0.21
H -0.058 -2.968 1.061 0.13
H 0.309 -0.652 -1.492 0.17
H 0.943 -1.209 0.158 0.00
H 0.386 0.956 1.624 0.00
H 2.314 1.086 1.185 0.16
H 0.845 2.695 0.826 0.14
H 1.480 2.259 -1.624 0.05
H 2.139 1.444 -1.373 -0.02
H 0.805 0.527 -2.425 0.18
N 0.449 0.875 -0.327 -0.26
O -0.707 -2.449 0.579 -0.01